Record 1
58
Properties=species:S:1:pos:R:3:forces:R:3:lowdin_charge:R:1 method="wB97M-V/def2-TZVPD" e_above_lowest_kcal_mol=23.4 lumo_ev=0.373 fmax_ev_per_a=0.75 charge=0 homo_energy_ev=-7.9 total_energy_ha=-1776.93981 smiles="COc1ccc(CN(Cc2ccc(C(=O)O)cc2)C(=S)Nc2cccc(C)c2)cc1OC" orbital_gap_ev=8.24
C -1.23136 -4.14844 2.43093 0.097 -0.081 0.174 -0.08
O -1.78486 -3.53035 1.29564 -0.070 0.233 -0.309 -0.07
C -1.15809 -2.43386 0.78764 -0.208 -0.027 -0.158 -0.20
C -0.01808 -1.84855 1.31045 -0.102 -0.165 0.074 0.00
C 0.53020 -0.71512 0.72670 -0.029 0.071 -0.234 -0.03
C -0.06315 -0.14373 -0.38154 0.156 -0.271 0.018 -0.21
C 0.49604 1.09846 -1.02460 -0.212 -0.209 -0.310 -0.09
N 0.96074 2.10607 -0.08503 -0.345 -0.031 0.098 -0.09
C 2.25011 2.69812 -0.40471 0.257 0.314 -0.043 -0.15
C 3.36143 1.68536 -0.32996 0.048 -0.037 -0.126 -0.20
C 4.01229 1.25217 -1.47987 -0.077 0.137 0.087 -0.03
C 5.00061 0.28916 -1.41144 0.155 -0.175 0.141 0.00
C 5.34579 -0.26149 -0.18052 -0.220 0.256 -0.132 -0.14
C 6.38931 -1.30028 -0.05987 0.325 -0.418 0.389 -0.49
O 6.70539 -1.84200 0.97049 -0.065 0.084 -0.028 0.11
O 6.97867 -1.60598 -1.22906 0.064 0.058 -0.494 0.10
C 4.70076 0.17455 0.97616 0.171 -0.146 -0.156 0.01
C 3.71949 1.14063 0.90053 0.064 0.006 0.020 -0.03
C 0.37719 2.37085 1.10242 0.062 0.132 0.226 -0.81
S 1.17014 3.14898 2.34132 0.199 0.321 0.649 0.67
N -0.89255 1.94935 1.36471 -0.002 -0.103 0.187 0.06
C -2.00302 1.83849 0.52951 -0.444 0.064 -0.329 -0.25
C -2.13886 2.60196 -0.62686 0.032 0.032 0.147 -0.04
C -3.27262 2.45928 -1.40585 0.027 -0.028 -0.065 -0.07
C -4.27490 1.57797 -1.03972 -0.042 -0.030 -0.009 -0.07
C -4.16885 0.83773 0.13305 0.043 0.137 0.018 -0.28
C -5.24278 -0.11685 0.55631 0.017 -0.027 0.026 -0.04
C -3.03152 0.98235 0.91087 0.035 0.212 -0.073 0.01
C -1.19296 -0.74297 -0.93303 0.045 -0.192 -0.044 0.02
C -1.74863 -1.87501 -0.36814 0.095 -0.192 0.097 -0.20
O -2.85887 -2.51219 -0.83140 0.176 -0.057 0.346 -0.07
C -3.43377 -2.06116 -2.03331 -0.090 0.076 -0.187 -0.07
H -1.88154 -4.99380 2.65031 0.076 0.045 0.027 0.09
H -1.21547 -3.47189 3.29196 0.016 -0.017 -0.034 0.10
H -0.21708 -4.51286 2.23802 -0.031 0.028 0.011 0.10
H 0.46107 -2.26544 2.18129 0.008 -0.095 0.099 0.11
H 1.42050 -0.27972 1.15404 0.074 0.084 0.081 0.11
H 1.36659 0.81326 -1.62459 -0.109 0.100 0.038 0.13
H -0.25522 1.52296 -1.70290 0.166 -0.097 0.006 0.12
H 2.19118 3.12683 -1.41111 0.023 -0.055 0.045 0.13
H 2.42974 3.49935 0.31753 -0.052 -0.099 -0.246 0.07
H 3.74970 1.67949 -2.43801 -0.056 0.039 -0.079 0.11
H 5.50476 -0.04380 -2.30499 0.028 -0.018 -0.066 0.12
H 7.65295 -2.28730 -1.08257 -0.180 0.108 0.241 0.13
H 4.98872 -0.25587 1.92315 0.023 -0.032 0.080 0.12
H 3.23058 1.49296 1.79641 -0.080 0.025 0.068 0.07
H -1.09333 1.90893 2.35558 0.157 0.125 -0.171 0.12
H -1.38124 3.32610 -0.88667 0.097 0.045 -0.027 0.12
H -3.37939 3.05082 -2.30358 -0.007 0.059 -0.062 0.11
H -5.15407 1.47805 -1.65994 -0.100 -0.022 -0.042 0.11
H -4.84255 -1.12839 0.61580 -0.027 -0.113 0.002 0.08
H -5.61847 0.14962 1.54306 -0.080 -0.022 0.053 0.08
H -6.07310 -0.10923 -0.14536 -0.075 -0.029 -0.019 0.08
H -2.92795 0.40940 1.82094 0.064 -0.142 0.113 0.13
H -1.64353 -0.29636 -1.80506 -0.150 0.086 -0.087 0.12
H -2.72639 -2.13158 -2.86630 -0.011 0.019 0.029 0.10
H -3.79301 -1.03055 -1.94862 0.028 -0.028 -0.022 0.08
H -4.27675 -2.72450 -2.22023 0.038 0.063 -0.037 0.10

Record 2
15
Properties=species:S:1:pos:R:3:forces:R:3:lowdin_charge:R:1 method="wB97M-V/def2-TZVPD" e_above_lowest_kcal_mol=28.9 lumo_ev=0.293 fmax_ev_per_a=2.31 charge=0 homo_energy_ev=-10.8 total_energy_ha=-382.17812 smiles=O.O.O.O.O orbital_gap_ev=11.10
O 0.80798 -0.09291 -1.55862 -1.950 -0.972 -0.613 0.01
H 1.42182 0.05282 -2.23862 1.369 0.263 -1.342 0.05
H 1.18413 0.20007 -0.76552 1.084 0.655 1.932 -0.02
O -0.11462 -2.00487 1.14786 -0.429 -0.802 0.872 -0.03
H 0.23621 -1.47687 0.45586 0.208 0.794 -1.167 -0.03
H 0.61943 -2.04809 1.75718 0.215 -0.171 0.350 0.03
O -1.06409 0.90575 0.97107 0.990 -0.352 0.596 -0.02
H -1.25944 1.45611 1.72338 -0.259 0.257 0.473 0.05
H -1.53460 1.29200 0.25219 -0.640 0.224 -1.049 0.03
O -1.84833 -0.45334 -1.83058 0.451 -1.473 0.909 -0.05
H -0.87578 -0.45220 -1.90586 -0.459 0.282 0.061 -0.01
H -2.18601 0.28716 -2.28235 -0.402 1.303 -0.972 0.00
O 1.87458 0.65058 1.14274 -1.297 0.704 0.843 -0.07
H 1.74664 0.61610 2.10589 0.961 -0.531 -0.055 0.06
H 0.99208 1.06769 1.02537 0.160 -0.183 -0.839 0.02

Record 3
120
Properties=species:S:1:pos:R:3:forces:R:3:lowdin_charge:R:1 method="wB97M-V/def2-TZVPD" e_above_lowest_kcal_mol=1257.9 lumo_ev=0.457 fmax_ev_per_a=19.33 charge=0 homo_energy_ev=-5.7 total_energy_ha=-3061.54858 orbital_gap_ev=6.17
C 1.51694 1.99651 0.97381 -0.878 7.306 10.527 -0.16
C 0.97143 3.42346 1.33643 1.654 -0.294 -0.343 -0.08
O 0.88688 3.47564 2.73084 0.384 -0.541 2.067 0.09
C 0.28123 4.47860 3.29300 -1.485 1.372 0.879 -0.56
O -0.39710 5.30450 2.71657 0.527 -0.116 0.690 0.12
O 0.46810 4.39372 4.65097 0.743 -1.484 -0.144 -0.02
C 0.11067 5.35989 5.61720 -0.034 1.529 -0.710 -0.06
H 1.72238 1.95032 -0.09566 7.013 5.079 13.145 -0.13
H 0.76001 1.26833 1.26520 -0.362 3.141 1.564 0.12
H 2.42701 1.65681 1.46825 -1.635 3.295 -0.423 0.06
H 0.02438 3.73887 0.89857 -0.100 -0.200 0.287 0.12
H 1.74997 4.11365 1.01145 -0.724 0.649 0.629 0.14
H -0.29728 6.19267 5.04435 -0.427 0.212 0.516 0.09
H 0.96017 5.73360 6.18883 0.709 -0.141 -0.633 0.08
H -0.51268 5.04512 6.45413 -0.702 -0.737 -0.782 0.09
C 1.21975 -3.56137 -2.96938 -0.179 0.413 -1.015 -0.07
C 0.32652 -4.77394 -2.90937 0.469 0.624 -0.236 -0.15
O -0.52226 -4.66820 -1.76966 -2.657 -1.239 -0.668 -0.03
C -1.58564 -3.84959 -1.70891 -2.436 2.601 -2.441 -0.43
O -1.88822 -2.91132 -2.48776 0.586 -4.242 2.851 0.10
O -2.36220 -4.17296 -0.58839 -3.407 2.887 -7.011 -0.16
C -3.32147 -3.31053 -0.06251 -0.487 2.535 0.676 -0.01
H 0.61640 -2.75080 -3.37810 1.022 -0.994 0.332 -0.01
H 1.99297 -3.73806 -3.71703 0.419 -0.022 0.358 0.10
H 1.56103 -3.18261 -2.00596 0.617 -0.562 -0.257 0.09
H 0.92694 -5.67292 -2.76996 -0.446 -0.146 0.193 0.13
H -0.26882 -4.84856 -3.81936 -0.058 -0.139 0.005 0.14
H -3.51487 -2.46061 -0.71697 -0.125 -0.153 -0.165 0.12
H -2.89823 -2.92000 0.86294 0.295 0.423 -0.034 0.11
H -4.23948 -3.72548 0.35363 0.073 -0.910 -1.037 0.12
C 2.63595 3.70589 -3.85823 0.834 0.490 -1.028 -0.08
C 3.81696 4.21472 -3.06504 -0.147 -0.298 0.578 -0.14
O 4.39883 3.26224 -2.10187 -2.070 -0.712 2.276 0.04
C 3.75323 3.00360 -0.85918 2.021 2.321 -1.424 -0.33
O 2.62094 3.34517 -0.43197 13.492 4.632 1.656 0.02
O 4.61817 2.34816 -0.17762 0.927 -0.358 -1.283 0.13
C 4.49259 1.91487 1.14391 -1.454 4.276 0.308 -0.09
H 2.83574 3.63374 -4.92734 0.552 -0.133 -0.078 0.09
H 1.79781 4.40164 -3.81916 1.215 0.085 0.117 0.06
H 2.22054 2.73866 -3.57538 1.135 0.520 0.068 0.07
H 3.56936 5.06518 -2.42982 -0.057 0.319 -0.462 0.13
H 4.62366 4.42858 -3.76617 0.248 0.149 0.583 0.12
H 4.06036 2.69675 1.76835 -0.379 0.526 -0.078 0.15
H 5.50645 1.88534 1.54308 0.004 0.780 -1.395 0.12
H 3.81873 1.07068 1.29006 0.769 1.190 -1.108 0.06
C 0.33845 3.08943 -2.85044 0.337 7.157 -1.340 -0.15
C 0.64899 3.57605 -1.45393 -1.823 4.058 -4.576 -0.26
O 0.27759 4.91905 -1.22201 -2.703 1.866 -0.211 0.10
C -1.06434 5.17916 -1.08452 0.703 0.327 -0.718 -0.44
O -2.04870 4.52681 -1.41844 4.005 7.296 -1.957 0.06
O -1.15728 6.36385 -0.49483 5.018 -2.201 -1.396 0.03
C -2.29233 6.94677 -0.25489 -4.665 2.283 1.621 -0.13
H 0.56150 3.90835 -3.53435 -0.538 -0.043 0.516 0.07
H -0.73442 2.90353 -2.89999 1.667 4.697 -0.942 0.03
H 0.91259 2.22422 -3.18194 -0.749 0.594 0.010 0.09
H 1.73087 3.52113 -1.33311 -3.885 3.107 -2.408 0.03
H 0.30700 2.89462 -0.67497 -2.553 8.918 -4.489 -0.01
H -2.33218 7.95592 -0.66494 0.314 0.204 0.068 0.10
H -2.36102 6.98605 0.83223 -0.546 0.413 0.161 0.11
H -3.20009 6.47562 -0.63184 0.178 -0.532 -0.120 0.10
C -0.20513 -3.25610 0.10294 4.434 5.662 -3.125 -0.07
C 0.61829 -2.58957 1.23322 -2.358 -2.730 -2.105 -0.23
O 1.27455 -1.46444 0.83330 1.742 1.627 -2.148 0.02
C 0.68940 -0.30316 0.51214 -2.161 -0.358 -3.405 -0.52
O -0.51592 -0.04054 0.63905 2.116 -0.970 0.114 0.16
O 1.57859 0.54897 -0.00102 0.816 -13.012 -6.209 -0.01
C 1.21741 1.76929 -0.86436 -10.381 -12.400 -10.586 -0.13
H -0.62383 -4.26215 0.12879 4.107 2.653 -3.211 -0.01
H 0.34225 -3.16162 -0.83490 0.362 0.835 0.840 0.09
H -1.05410 -2.58034 -0.00053 0.125 0.185 0.074 0.12
H 1.42328 -3.23469 1.58527 -0.265 0.008 0.212 0.16
H -0.12837 -2.33823 1.98650 0.308 -0.493 -1.503 0.08
H 0.78686 1.40376 -1.79662 0.510 -1.819 -0.006 0.13
H 2.07293 2.44402 -0.89512 -1.126 -2.964 -3.337 -0.01
H 0.41503 2.25250 -0.30688 0.187 -8.685 1.694 0.07
C -6.59791 -6.94810 1.66446 1.202 0.595 1.480 -0.06
C -5.27948 -7.46015 2.36219 -1.463 1.071 -1.482 -0.17
O -4.29482 -6.37961 2.35611 1.169 -0.714 0.434 0.01
C -3.43123 -6.26160 1.32991 -1.331 2.905 -1.919 -0.48
O -3.64672 -6.67649 0.20360 1.060 -0.751 1.517 0.13
O -2.56579 -5.17099 1.56082 -4.267 -2.495 2.718 -0.02
C -1.36035 -5.09532 0.92405 -0.041 -7.239 4.789 -0.17
H -6.51478 -6.72348 0.60110 -0.135 -0.620 0.072 0.07
H -6.76752 -5.99576 2.16682 -0.058 0.329 -0.133 0.07
H -7.44214 -7.53192 2.03126 0.009 -0.419 -0.745 0.07
H -4.91612 -8.36371 1.87264 0.316 0.145 0.255 0.12
H -5.57694 -7.59955 3.40151 0.655 -0.183 -0.019 0.12
H -1.63212 -5.18437 -0.12777 2.325 -2.518 1.934 0.06
H -0.85884 -6.01065 1.23829 1.403 0.221 0.511 0.14
H -0.86742 -4.13354 1.06579 -2.569 -2.517 4.728 0.04
C 0.29863 -2.78474 3.83554 0.546 0.253 1.231 -0.03
C 0.83535 -1.41984 3.38542 -0.904 0.718 1.419 -0.22
O 2.19999 -1.62681 3.16525 3.290 0.469 0.230 0.04
C 2.92194 -0.62802 2.60023 0.019 -2.714 0.797 -0.48
O 2.45893 0.38096 2.17781 0.499 -2.190 2.965 0.07
O 4.19498 -0.98855 2.51085 -0.518 -1.488 1.357 0.07
C 5.12098 -0.22548 1.78876 1.577 -1.812 0.663 -0.07
H -0.61820 -2.75105 4.42409 -0.299 0.256 -0.501 0.10
H 1.01730 -3.18947 4.54813 0.210 -0.157 -0.106 0.09
H 0.24428 -3.40624 2.94173 -0.317 -0.675 1.806 0.05
H 0.69698 -0.65545 4.15005 -0.060 0.091 0.007 0.15
H 0.48073 -1.09416 2.40753 -0.714 0.951 2.246 0.08
H 5.20596 0.82084 2.08218 0.236 -3.408 1.661 0.03
H 4.83656 -0.29226 0.73864 0.377 0.117 -0.100 0.13
H 6.11145 -0.66289 1.91422 -0.134 -0.595 0.145 0.12
C -0.30414 -1.26564 -3.86939 -3.030 1.749 -0.203 -0.05
C -1.75586 -0.61915 -4.11324 2.002 1.275 0.886 -0.14
O -2.21544 -0.17759 -2.84354 -0.962 0.660 2.544 0.00
C -1.76443 0.98678 -2.31260 -2.766 -0.905 0.248 -0.43
O -0.87019 1.67217 -2.78216 -5.846 -11.308 1.649 -0.01
O -2.58465 1.36815 -1.29433 1.903 -2.468 -1.701 0.03
C -2.31819 2.60405 -0.62772 -2.431 -3.072 1.732 -0.02
H 0.35716 -0.52934 -3.41260 0.256 0.310 -0.811 0.08
H 0.01804 -1.75455 -4.78877 0.351 0.103 0.250 0.09
H -0.51834 -1.92704 -3.02988 -0.072 0.485 -0.962 0.02
H -2.54902 -1.27167 -4.47826 0.474 -0.153 -0.059 0.12
H -1.76450 0.35903 -4.59406 0.511 -0.508 -1.382 0.12
H -2.93776 2.46827 0.25874 -0.077 0.249 0.259 0.11
H -2.69055 3.41212 -1.25737 -0.796 -3.139 1.128 0.03
H -1.31754 2.77456 -0.23056 -0.243 -0.517 -0.618 0.09

Record 4
13
Properties=species:S:1:pos:R:3:forces:R:3:lowdin_charge:R:1 method="wB97M-V/def2-TZVPD" e_above_lowest_kcal_mol=27.0 lumo_ev=0.768 fmax_ev_per_a=1.20 charge=0 homo_energy_ev=-11.2 total_energy_ha=-286.58867 smiles=CC(C)(O)C#N orbital_gap_ev=11.95
C -0.87441 -1.07286 -0.06807 -0.063 0.056 0.120 -0.03
C -0.00832 0.17909 0.19269 -0.001 0.034 -0.127 -0.58
C 1.37070 0.00056 -0.48367 0.017 0.107 0.093 -0.01
O 0.18589 0.50736 1.58169 -0.061 -0.680 0.055 -0.02
C -0.69098 1.39546 -0.29699 -0.628 0.921 -0.447 -0.17
N -1.25621 2.38785 -0.47704 0.459 -0.864 -0.078 0.17
H -0.39177 -1.95990 0.35712 -0.017 0.285 0.061 0.09
H -1.87659 -0.97387 0.35658 0.124 0.047 0.027 0.09
H -0.98912 -1.25650 -1.14568 0.110 0.234 0.238 0.10
H 2.11860 0.55250 0.08543 -0.043 0.011 -0.057 0.09
H 1.36482 0.38587 -1.50929 -0.120 -0.048 0.224 0.09
H 1.67300 -1.05297 -0.53939 -0.205 0.241 0.224 0.09
H -0.62562 0.90741 1.94663 0.427 -0.344 -0.333 0.11

Copy entry 4 word for word.
13
Properties=species:S:1:pos:R:3:forces:R:3:lowdin_charge:R:1 method="wB97M-V/def2-TZVPD" e_above_lowest_kcal_mol=27.0 lumo_ev=0.768 fmax_ev_per_a=1.20 charge=0 homo_energy_ev=-11.2 total_energy_ha=-286.58867 smiles=CC(C)(O)C#N orbital_gap_ev=11.95
C -0.87441 -1.07286 -0.06807 -0.063 0.056 0.120 -0.03
C -0.00832 0.17909 0.19269 -0.001 0.034 -0.127 -0.58
C 1.37070 0.00056 -0.48367 0.017 0.107 0.093 -0.01
O 0.18589 0.50736 1.58169 -0.061 -0.680 0.055 -0.02
C -0.69098 1.39546 -0.29699 -0.628 0.921 -0.447 -0.17
N -1.25621 2.38785 -0.47704 0.459 -0.864 -0.078 0.17
H -0.39177 -1.95990 0.35712 -0.017 0.285 0.061 0.09
H -1.87659 -0.97387 0.35658 0.124 0.047 0.027 0.09
H -0.98912 -1.25650 -1.14568 0.110 0.234 0.238 0.10
H 2.11860 0.55250 0.08543 -0.043 0.011 -0.057 0.09
H 1.36482 0.38587 -1.50929 -0.120 -0.048 0.224 0.09
H 1.67300 -1.05297 -0.53939 -0.205 0.241 0.224 0.09
H -0.62562 0.90741 1.94663 0.427 -0.344 -0.333 0.11

What did the second record say?
15
Properties=species:S:1:pos:R:3:forces:R:3:lowdin_charge:R:1 method="wB97M-V/def2-TZVPD" e_above_lowest_kcal_mol=28.9 lumo_ev=0.293 fmax_ev_per_a=2.31 charge=0 homo_energy_ev=-10.8 total_energy_ha=-382.17812 smiles=O.O.O.O.O orbital_gap_ev=11.10
O 0.80798 -0.09291 -1.55862 -1.950 -0.972 -0.613 0.01
H 1.42182 0.05282 -2.23862 1.369 0.263 -1.342 0.05
H 1.18413 0.20007 -0.76552 1.084 0.655 1.932 -0.02
O -0.11462 -2.00487 1.14786 -0.429 -0.802 0.872 -0.03
H 0.23621 -1.47687 0.45586 0.208 0.794 -1.167 -0.03
H 0.61943 -2.04809 1.75718 0.215 -0.171 0.350 0.03
O -1.06409 0.90575 0.97107 0.990 -0.352 0.596 -0.02
H -1.25944 1.45611 1.72338 -0.259 0.257 0.473 0.05
H -1.53460 1.29200 0.25219 -0.640 0.224 -1.049 0.03
O -1.84833 -0.45334 -1.83058 0.451 -1.473 0.909 -0.05
H -0.87578 -0.45220 -1.90586 -0.459 0.282 0.061 -0.01
H -2.18601 0.28716 -2.28235 -0.402 1.303 -0.972 0.00
O 1.87458 0.65058 1.14274 -1.297 0.704 0.843 -0.07
H 1.74664 0.61610 2.10589 0.961 -0.531 -0.055 0.06
H 0.99208 1.06769 1.02537 0.160 -0.183 -0.839 0.02